Density functional theory data (wB97M-V/def2-TZVPD) for C41H47BBeF4N7O2 as an isolated structure.

```
! wB97M-V def2-TZVPD RIJCOSX def2/J DEFGRID3
* xyz 1 1
Be -0.51327 1.74947 -0.86378
B 0.29100 -0.03081 0.87370
F 1.10195 0.36345 -0.21335
F -0.72233 0.88329 1.13472
F -0.32833 -1.22802 0.48799
F 1.14323 -0.25746 1.93543
N -0.26351 -4.54019 -2.01747
C -0.89440 -3.77423 -1.11011
C -2.10873 -4.07495 -0.52392
C -2.75700 -5.24282 -0.92045
C -2.07176 -6.11173 -1.74838
C -0.87076 -5.68383 -2.31590
H -0.40458 -2.82933 -0.91919
H -2.49109 -3.34351 0.17299
H -3.79508 -5.39054 -0.64987
H -2.55790 -7.02029 -2.07656
H -0.28049 -6.45008 -2.80957
N -2.68551 0.25344 4.23469
C -3.83599 -0.40700 4.18106
C -3.91681 -1.72543 3.75104
C -2.77888 -2.30880 3.24976
C -1.56893 -1.62875 3.18409
C -1.59502 -0.34275 3.71393
H -4.71919 0.11041 4.53911
H -4.82112 -2.31595 3.80848
H -2.76867 -3.36925 3.01565
H -0.67810 -1.98338 2.69229
H -0.76661 0.34304 3.59486
N 4.13285 -3.07402 -0.85371
C 3.02556 -3.13560 -0.11358
C 2.98603 -3.80593 1.10015
C 4.10896 -4.47218 1.54614
C 5.26631 -4.38619 0.78934
C 5.21981 -3.70004 -0.41804
H 2.19242 -2.53000 -0.45012
H 2.06373 -3.75131 1.66524
H 4.08424 -5.08439 2.43801
H 6.16311 -4.89102 1.12108
H 6.14965 -3.68385 -0.97461
N 0.04952 3.41958 0.50564
C -0.49537 4.63325 0.40610
C -0.17758 5.69171 1.23100
C 0.86345 5.49528 2.11323
C 1.47234 4.24474 2.23904
C 1.00236 3.22178 1.43000
H -1.17152 4.73766 -0.43416
H -0.65119 6.65571 1.12060
H 1.21744 6.30754 2.73568
H 2.19791 4.13859 3.03098
H 1.57083 2.30607 1.31837
N -2.26323 -0.18863 -1.40170
C -2.60155 -0.52110 -2.65341
C -3.70414 -1.30406 -2.96843
C -4.52591 -1.76390 -1.95286
C -4.17829 -1.42555 -0.65803
C -3.07525 -0.61611 -0.43887
H -2.21495 0.01249 -3.51252
H -3.95279 -1.51778 -3.99884
H -5.40704 -2.34352 -2.19389
H -4.74690 -1.83458 0.16641
H -2.92048 -0.33774 0.59695
N 0.10652 0.68394 -2.94638
C -0.01006 1.07469 -4.21595
C 0.07942 0.22693 -5.31637
C 0.48365 -1.07277 -5.04844
C 0.69136 -1.50708 -3.74162
C 0.52019 -0.57471 -2.73888
H -0.29916 2.11255 -4.34370
H -0.12203 0.62631 -6.29824
H 0.94676 -1.64449 -5.84677
H 0.97512 -2.52577 -3.51628
H 0.80005 -0.88996 -1.74566
N -2.92408 2.35801 0.27893
C -4.06774 2.60675 -0.35691
C -5.21402 3.12180 0.21835
C -5.14622 3.50926 1.54814
C -3.98264 3.20251 2.23710
C -2.88542 2.67039 1.58919
H -4.05014 2.37318 -1.41717
H -6.14466 3.21169 -0.32317
H -5.97344 3.99549 2.04589
H -3.84545 3.51650 3.26400
H -1.93051 2.60703 2.08784
C 3.06890 4.51386 -1.89930
C 2.88757 3.03929 -2.09075
O 2.13718 2.38721 -1.38523
C 3.68309 2.30734 -3.13841
H 2.78241 4.83989 -0.90259
H 2.61436 5.14177 -2.66615
H 4.14712 4.66416 -2.01775
H 3.99030 1.33986 -2.73797
H 4.50841 2.92374 -3.48532
H 3.06093 1.96828 -3.97152
C 4.08513 0.98126 3.98266
C 5.06272 0.39676 2.96026
O 6.06023 -0.17035 3.31563
C 4.65040 0.61140 1.52006
H 4.11357 2.07004 4.07018
H 4.27834 0.61445 4.98983
H 3.07015 0.68911 3.70267
H 5.00311 1.55083 1.09170
H 3.58285 0.44435 1.39027
H 5.18328 -0.13639 0.92544
*
```

## Properties
HOMO level	-10.91	eV
energy relative to the best compared isomer or geometry (same formula, charge and spin)	0.00	kJ/mol
orbital gap	7.40	eV
LUMO	-3.52	eV
molar mass	765.69	g mol⁻¹
electronic energy	-69752.0722	eV
largest force on an atom	0.061	Eh/bohr


Density functional theory data (wB97M-V/def2-TZVPD) for C41H48B12Br6N6O4PSiTeV as an isolated structure.

```
! wB97M-V def2-TZVPD RIJCOSX def2/J DEFGRID3
* xyz -1 2
V -0.36358 -0.80240 -0.84415
B -0.70030 0.17404 -4.40001
N -0.29206 -1.26792 -3.96362
C -0.04150 -2.22003 -4.86168
C 0.41686 -3.35618 -4.21625
C 0.41605 -3.00477 -2.88165
N -0.02902 -1.74742 -2.72394
N -0.21159 1.18836 -3.33281
C 0.02163 2.47920 -3.58079
C 0.55375 3.07048 -2.44791
C 0.60383 2.03412 -1.53085
N 0.14379 0.90371 -2.06903
H -0.09565 0.40544 -5.42080
H -1.88934 0.26630 -4.56816
H -0.17564 -2.01197 -5.90958
H 0.74667 -4.28393 -4.64808
H 0.74033 -3.59151 -2.03887
H -0.19079 2.88494 -4.55555
H 0.84794 4.09531 -2.30837
H 0.93628 2.03185 -0.51235
Br 2.50611 -0.85973 -1.32616
B 4.12300 -1.80842 -0.68430
B 5.34637 -0.92967 0.29493
C 6.14205 -2.22658 1.10441
B 4.41519 -2.34502 1.00047
B 5.50010 -3.82312 0.92434
B 7.09226 -3.32847 0.14614
B 7.00509 -1.53165 -0.22294
B 5.70273 -1.29702 -1.43102
Br 5.75771 0.12924 -2.75448
B 6.76235 -2.77069 -1.52717
Br 8.05884 -3.02171 -2.95283
B 5.83654 -4.18024 -0.81378
Br 6.11079 -6.00706 -1.42377
B 4.19978 -3.57727 -0.29170
Br 2.65204 -4.76003 -0.31348
B 4.98363 -2.93424 -1.79842
Br 4.24769 -3.31804 -3.55339
H 5.21712 0.15032 0.75808
H 5.75383 -2.48165 0.09911
H 3.71998 -2.18495 1.93707
H 5.49814 -4.61166 1.80471
H 8.09961 -3.80108 0.54462
H 7.96443 -0.85761 -0.07735
C 2.90641 -0.14658 4.04768
C 2.82892 0.51298 2.83464
C 1.98348 0.05736 1.83241
C 1.23182 -1.08740 2.02491
C 1.29282 -1.74039 3.25628
C 2.12046 -1.27197 4.25763
N 0.41099 -1.66367 0.97150
N 0.15286 -2.86281 1.22249
C -0.70858 -3.46086 0.33544
C -1.05799 -4.79592 0.54231
C -1.96911 -5.38019 -0.30930
C -2.49674 -4.62893 -1.36295
C -2.13152 -3.31051 -1.55481
C -1.24905 -2.67595 -0.67987
H 3.56441 0.21743 4.82588
H 3.42222 1.39873 2.66115
H 1.94217 0.58639 0.89523
H 0.69087 -2.62232 3.41623
H 2.15792 -1.79740 5.20321
H -0.59800 -5.33768 1.35866
H -2.26310 -6.41263 -0.17494
H -3.20172 -5.08830 -2.04502
H -2.52546 -2.76878 -2.40540
O -0.79684 0.67268 0.59652
Si -1.08074 2.05295 1.36343
C 0.33848 3.18780 2.00191
C 0.21888 3.72946 3.28698
C 1.10873 4.67772 3.77973
C 2.16136 5.12226 2.99722
C 2.30837 4.60709 1.71702
C 1.41200 3.66342 1.23736
C -2.02203 3.29848 0.29563
C -2.31959 4.58650 0.75608
C -3.01786 5.49378 -0.02754
C -3.42083 5.13675 -1.30908
C -3.10820 3.87743 -1.79874
C -2.41497 2.97292 -1.00372
C -2.04939 1.70286 2.95127
C -1.63303 0.64575 3.76107
C -2.24019 0.38170 4.98016
C -3.29344 1.17251 5.41869
C -3.72645 2.23070 4.63174
C -3.10428 2.49045 3.41621
H -0.57763 3.39251 3.93939
H 0.97463 5.06551 4.78255
H 2.85778 5.85913 3.37774
H 3.12533 4.93744 1.08659
H 1.57781 3.30940 0.22881
H -1.98050 4.89786 1.73909
H -3.23075 6.48564 0.35288
H -3.96855 5.84134 -1.92353
H -3.40109 3.59348 -2.80280
H -2.16723 1.99834 -1.40483
H -0.81421 0.02010 3.43244
H -1.89574 -0.44950 5.58447
H -3.77237 0.96729 6.36836
H -4.54389 2.85868 4.96558
H -3.46048 3.32194 2.81677
C -6.16603 2.26943 -0.02261
C -5.04271 1.39919 0.48988
O -4.34338 0.86334 -0.64823
P -3.56479 -0.51991 -0.71103
O -2.26257 -0.27976 -1.47745
Te -3.52322 -1.64326 1.37898
O -4.57846 -1.42355 -1.56308
C -5.29562 -0.96890 -2.72274
C -4.40192 -0.62415 -3.88923
H -6.68003 2.72774 0.82399
H -6.88773 1.68217 -0.59243
H -5.77129 3.06095 -0.65845
H -5.41821 0.58343 1.10821
H -4.33616 1.98020 1.08200
H -5.90790 -0.10935 -2.44049
H -5.96086 -1.79756 -2.96408
H -3.64650 0.10235 -3.60144
H -5.00445 -0.19202 -4.69098
H -3.88839 -1.50460 -4.27828
*
```

## Properties
HOMO level (spin up / spin down)	-4.96 / -5.14	eV
energy relative to the best compared isomer or geometry (same formula, charge and spin)	232.32	kJ/mol
orbital gap (spin up / spin down)	4.65 / 5.47	eV
LUMO (spin up / spin down)	-0.32 / 0.33	eV
molar mass	1535.65	g mol⁻¹
electronic energy	-538958.5665	eV
largest force on an atom	0.064	Eh/bohr